Record 1
{"formula": "C5H12N", "method": "ωB97M-V/def2-TZVPD", "elements": ["C", "C", "C", "C", "C", "N", "H", "H", "H", "H", "H", "H", "H", "H", "H", "H", "H", "H"], "positions_angstrom": [[0.01770, -2.40334, 0.52982], [-1.07947, -1.67818, -0.24586], [-1.17546, -0.18626, 0.07322], [0.14480, 0.53019, 0.03953], [0.21505, 1.82811, -0.20499], [1.46541, 2.57575, -0.27208], [0.97701, -2.38581, 0.01304], [-0.22826, -3.45330, 0.65499], [0.18961, -1.96612, 1.51178], [-2.05401, -2.12797, -0.08111], [-0.83136, -1.73566, -1.30896], [-1.58254, -0.03213, 1.07534], [-1.84541, 0.29909, -0.63325], [1.06466, -0.00262, 0.22475], [-0.66882, 2.40921, -0.41924], [1.68850, 2.99093, -1.26077], [2.26472, 1.94050, -0.07103], [1.43787, 3.39762, 0.37483]], "forces_ev_per_angstrom": [[0.05, -0.15, 0.02], [0.50, 0.48, -0.30], [0.28, -0.01, 0.24], [0.07, 0.46, -0.33], [-0.35, -0.12, -0.10], [0.07, 0.00, -0.48], [0.00, 0.13, -0.09], [-0.05, -0.12, 0.11], [-0.13, -0.04, 0.19], [-0.06, -0.13, -0.04], [-0.28, -0.28, -0.05], [-0.15, -0.15, 0.07], [-0.18, 0.05, 0.04], [0.02, -0.24, 0.17], [0.08, 0.13, -0.03], [-0.25, -0.18, 0.25], [0.10, 0.33, 0.24], [0.29, -0.17, 0.10]], "gap_ev": [4.744, 11.245], "lumo_energy_ev": [1.0, 0.9], "spin_multiplicity": 2, "fmax_ev_per_a": 0.76, "s2": 0.751, "total_charge": 0, "homo_energy_ev": [-3.8, -10.4], "relative_energy_kcal_mol": 44.1}

=====

Record 2
{"formula": "C5H12N", "method": "ωB97M-V/def2-TZVPD", "elements": ["C", "C", "C", "C", "C", "N", "H", "H", "H", "H", "H", "H", "H", "H", "H", "H", "H", "H"], "positions_angstrom": [[2.39240, 0.02030, 0.90215], [1.79900, -1.09838, 0.04724], [0.72114, -0.66514, -0.95495], [-0.58566, -0.26829, -0.30236], [-0.73609, 0.20034, 0.88227], [-3.15322, 1.38250, -0.51804], [2.98357, -0.47817, 1.67199], [3.04281, 0.70374, 0.37864], [1.61662, 0.59200, 1.43975], [2.61788, -1.56465, -0.49442], [1.37414, -1.87275, 0.68964], [1.06052, 0.19953, -1.53352], [0.51043, -1.44665, -1.67373], [-1.39155, -0.02099, -1.02206], [-1.18037, -0.31328, 1.72487], [-4.03111, 1.69852, -0.89052], [-3.28365, 1.06052, 0.42867], [-2.49862, 2.15218, -0.47485]], "forces_ev_per_angstrom": [[-0.50, -0.75, 0.58], [-0.05, 0.27, -0.08], [0.88, -0.35, 0.33], [1.27, 1.26, -0.71], [-0.77, -1.45, -0.45], [0.87, -0.46, -0.17], [0.06, 0.25, 0.08], [-0.01, 0.22, -0.34], [0.08, 0.05, -0.08], [-0.06, -0.11, -0.24], [0.07, -0.04, 0.00], [-0.23, 0.13, -0.04], [-0.23, -0.19, -0.17], [-0.60, 0.02, 0.34], [0.13, 0.64, 0.83], [-0.26, 0.17, -0.01], [-0.43, 0.03, 0.22], [-0.22, 0.31, -0.10]], "gap_ev": 7.421, "lumo_energy_ev": -7.0, "spin_multiplicity": 1, "fmax_ev_per_a": 1.93, "total_charge": 1, "homo_energy_ev": -14.4, "relative_energy_kcal_mol": 111.8}

=====

Record 3
{"formula": "C5H12N", "method": "ωB97M-V/def2-TZVPD", "elements": ["C", "C", "C", "C", "C", "N", "H", "H", "H", "H", "H", "H", "H", "H", "H", "H", "H", "H"], "positions_angstrom": [[1.23255, -0.05104, -0.81389], [1.04613, 0.06441, 0.67812], [0.06481, -0.95755, 1.26402], [-2.00635, 0.16154, 0.43865], [-1.27690, -0.94936, 0.53805], [0.41864, 1.06614, -1.51158], [2.22077, 0.02108, -1.24703], [0.78212, -0.94960, -1.22705], [0.72879, 1.07755, 0.95385], [1.98221, -0.04651, 1.22809], [0.53099, -1.94176, 1.25625], [-0.05739, -0.69093, 2.31408], [-1.77712, 0.99514, 1.09196], [-2.98256, 0.16721, -0.03387], [-1.51912, -1.86842, 0.00892], [0.72990, 1.21362, -2.46986], [0.44184, 1.92833, -0.96099], [-0.55931, 0.76016, -1.50771]], "forces_ev_per_angstrom": [[-0.70, 0.45, -1.04], [0.35, -0.01, 0.88], [-0.29, 0.24, 0.01], [-0.56, -0.69, 0.59], [0.90, 0.17, -0.29], [-0.01, -0.56, 0.46], [0.39, 0.14, 0.45], [0.09, -0.25, 0.16], [-0.09, -0.06, -0.18], [0.20, -0.06, -0.34], [-0.13, -0.07, -0.13], [-0.17, -0.10, 0.06], [0.12, 0.30, -0.22], [0.14, 0.04, -0.15], [-0.32, 0.18, 0.05], [-0.03, 0.21, -0.01], [0.23, 0.01, -0.31], [-0.13, 0.06, 0.01]], "gap_ev": 10.535, "lumo_energy_ev": -3.4, "spin_multiplicity": 1, "smiles": "C=CCCC[NH3+]", "fmax_ev_per_a": 1.33, "total_charge": 1, "homo_energy_ev": -14.0, "relative_energy_kcal_mol": 26.8}

=====

Record 4
{"formula": "C5H12N", "method": "ωB97M-V/def2-TZVPD", "elements": ["C", "C", "C", "C", "C", "N", "H", "H", "H", "H", "H", "H", "H", "H", "H", "H", "H", "H"], "positions_angstrom": [[-1.84506, 1.88712, 1.88838], [-0.69484, 1.96742, 1.32553], [0.71407, -1.37624, 0.83888], [0.49394, -1.16310, -2.16217], [0.88590, -0.09251, 0.16345], [0.19548, -0.05076, -1.12177], [-2.40144, 2.84297, 2.11992], [-2.41062, 1.13944, 2.44332], [0.05456, 2.61946, 0.88817], [-0.24002, -1.71885, 0.47661], [1.40366, -2.20062, 0.56570], [0.74106, -1.04218, 1.87143], [-0.27693, -1.09448, -2.94720], [1.55665, -0.91082, -2.62348], [0.62261, -2.12664, -1.67040], [1.61840, 0.66953, 0.39756], [0.41712, 0.89765, -1.57539], [-0.83453, -0.24739, -0.87854]], "forces_ev_per_angstrom": [[-1.55, 1.81, 1.47], [1.24, -1.09, -0.86], [0.44, 0.46, -0.14], [2.88, 1.46, -0.88], [0.16, 0.26, -0.35], [-0.75, 0.45, -0.94], [0.62, -0.43, -0.58], [0.62, -0.77, -0.63], [-0.59, 0.10, 0.25], [-0.84, -0.52, 0.73], [0.15, 0.62, 0.46], [-0.14, -1.16, 0.49], [0.36, -0.29, 0.52], [-2.30, -0.46, 0.86], [-0.56, 0.18, -0.04], [0.00, -0.23, -0.41], [-1.25, -1.68, 0.70], [1.52, 1.29, -0.66]], "gap_ev": [7.741, 9.297], "lumo_energy_ev": [-4.4, -3.7], "spin_multiplicity": 1, "fmax_ev_per_a": 3.35, "total_charge": 1, "homo_energy_ev": [-12.2, -13.0], "relative_energy_kcal_mol": 144.2}